1.
7
Properties=species:S:1:pos:R:3:mulliken_charge:R:1 method="wB97M-V/def2-TZVPD" total_charge=0 orbital_gap_ha=0.344
C 1.42181 0.23052 -0.02486 0.6726
C -0.41491 -0.47189 0.28101 -0.0604
O 2.36216 -0.33381 0.26075 -0.3851
O 0.89739 1.24153 -0.40792 -0.4580
O -1.18858 -0.33196 -0.73527 -0.3182
H -0.93481 -0.36749 1.24741 0.1853
H -2.14306 0.03310 -0.62114 0.3638



2.
17
Properties=species:S:1:pos:R:3:mulliken_charge:R:1 method="wB97M-V/def2-TZVPD" total_charge=0 orbital_gap_ha=0.375 smiles="CCC(C)=C(C#N)C#N"
C 2.42550 -0.76439 -0.11482 0.1088
C 1.60371 1.50259 0.22001 -0.0882
C 0.16551 -0.43853 0.23970 0.7676
C -1.40630 0.20504 0.19344 -0.3343
C 1.35122 0.13361 0.09342 0.5518
C 0.02405 -1.89538 0.29286 -1.7220
C -1.29146 1.60275 -0.45993 -1.1545
N 3.26390 -1.54152 -0.23273 -0.4458
N 1.80632 2.59329 0.44191 -0.4782
H -1.89001 -0.28110 1.21101 0.3089
H -1.81186 -0.21367 -0.74517 0.2757
H 0.74317 -2.31617 0.95694 0.5271
H -0.00797 -2.42259 -0.58781 0.3386
H -0.88651 -2.01360 0.79794 0.4585
H -2.22494 2.25470 -0.34096 0.2646
H -1.34309 1.24184 -1.50794 0.3094
H -0.52125 2.35314 -0.45788 0.3121



3.
53
Properties=species:S:1:pos:R:3:mulliken_charge:R:1 method="wB97M-V/def2-TZVPD" total_charge=-2 orbital_gap_ha=0.138
Rb 1.43491 -0.88470 -0.29508 0.6235
C 3.85383 2.91841 -1.58517 -1.8918
C 2.42272 2.90683 -1.02518 1.0113
O 1.85828 4.22681 -1.05209 -0.6055
P 2.48081 2.25359 0.67786 0.6971
O 3.49407 3.19113 1.45609 -0.5591
O 1.10906 2.51794 1.40299 -0.2145
O 2.88781 0.83103 0.63464 -0.6956
P 1.35512 1.83786 -2.12740 0.8758
O 0.04417 1.65753 -1.15972 -0.4608
O 1.02688 2.72591 -3.28384 -0.8146
O 1.92953 0.46706 -2.34649 -0.7941
H 4.40297 3.73745 -1.12007 0.3792
H 3.82428 3.06630 -2.66640 0.4216
H 4.36330 1.97679 -1.37675 0.3623
H 1.36249 4.26018 -1.88759 0.4043
H 3.52019 2.87842 2.39685 0.2527
H 0.60211 1.70839 1.66538 0.3860
H -0.33267 0.77868 -1.33552 0.3060
Se 0.73651 -3.59209 2.27979 -0.6589
Se 1.46338 -2.65397 4.34943 -0.4485
Te 2.46131 -0.66468 3.05156 0.2862
Se 3.10105 1.22332 4.59021 -0.9289
C -2.37675 2.16234 2.16093 -0.6188
C -1.63955 2.35842 3.50826 -0.5220
C -0.76060 1.10307 3.64048 -0.2453
O -0.64499 0.59930 2.30415 -0.0021
C -1.92432 0.77217 1.71261 -0.0822
H -2.05102 2.90733 1.43491 0.2291
H -3.46295 2.22650 2.25327 0.4061
H -2.32860 2.44935 4.34916 0.3442
H -1.01780 3.25291 3.47950 0.2183
H -1.23231 0.33458 4.26118 0.3254
H 0.24757 1.28406 4.01397 -0.1106
H -2.59966 -0.00912 2.08465 0.3335
H -1.82071 0.66870 0.63589 -0.1914
C -1.17915 -1.07311 -3.59091 -1.2212
C -1.25989 -1.63223 -2.19835 0.6363
O -1.03273 -0.93969 -1.22912 -0.3988
C -1.59033 -3.09294 -1.96433 0.4749
C -1.38853 -3.59629 -0.68421 -0.1076
C -1.64382 -4.93647 -0.42303 -0.6781
C -2.12015 -5.75283 -1.43953 -0.3931
C -2.32950 -5.24893 -2.71797 -0.6280
C -2.05235 -3.91243 -2.98248 -0.3768
H -0.65263 -0.12117 -3.57607 0.1134
H -2.19223 -0.92394 -3.97503 0.3615
H -0.65995 -1.75733 -4.26195 0.4245
H -1.01180 -2.96263 0.11306 0.3059
H -1.45387 -5.32061 0.57201 0.3852
H -2.32274 -6.79820 -1.23717 0.3672
H -2.69651 -5.89228 -3.50756 0.3601
H -2.20422 -3.51672 -3.97980 0.3567



| no. | E_HOMO (eV) |
| --- | --- |
| 1 | -9.683 |
| 2 | -10.362 |
| 3 | -0.248 |